No. 1
30
Properties=species:S:1:pos:R:3 method="wB97M-V/def2-TZVPD" relative_energy_kcal_mol=0.0 total_energy_ev=-85811.5774 homo_ev=-9.0344
C -2.26430 -2.71886 0.46671
C -0.95790 -3.03344 0.90049
C -2.51768 -1.38712 -0.10699
C 0.04464 -2.22212 0.52930
C -1.51024 -0.58818 -0.40207
C -0.25315 -0.95912 -0.08953
C 2.43451 1.20740 0.65099
C 2.41688 -0.30534 0.68964
C 0.87244 -0.05105 -0.39322
C 0.98304 1.39494 0.30174
C 1.34984 -0.28207 -1.79274
C 0.59423 2.61836 -0.57083
C 0.20744 1.36334 1.58152
O 3.26787 1.93192 1.08698
Br 3.89657 -1.39266 0.01719
H -3.15902 -3.22370 0.75085
H -0.75232 -3.96483 1.49693
H -3.57797 -1.30764 -0.47410
H 1.10000 -2.42035 0.68190
H -1.73857 0.36648 -0.77912
H 1.96691 -0.61824 1.58939
H 0.54939 -0.12064 -2.50898
H 1.48872 -1.27912 -1.95170
H 2.26490 0.37822 -2.06389
H -0.40506 2.85148 -0.35011
H 0.55677 2.44612 -1.57441
H 1.24573 3.47928 -0.28704
H 0.74952 0.95714 2.41712
H -0.74564 0.86714 1.41158
H -0.09461 2.37417 1.88970

No. 2
97
Properties=species:S:1:pos:R:3 method="wB97M-V/def2-TZVPD" total_energy_ev=-80217.1233 homo_ev=-9.4642
C 4.48561 2.61298 1.43017
C 3.46276 1.58084 0.91395
C 3.91245 1.00939 -0.45441
C 2.76141 0.25453 -1.17749
C 2.47111 -1.05131 -0.36250
C 1.13569 -1.62846 -0.91948
C 0.38097 -2.36184 0.24054
C -0.61234 -1.35983 0.91818
C -2.06351 -1.89254 0.89979
C -3.12702 -0.80315 0.91479
N -3.88291 -0.71405 -0.14698
C -4.86013 0.23977 -0.08176
C -5.75345 0.37271 -1.16537
C -6.76703 1.26298 -1.16104
C -6.91043 2.12833 -0.03199
C -6.04559 2.02373 0.99995
C -4.99113 1.06703 1.02988
N -4.19993 1.04957 2.16509
C -3.31079 0.08242 2.05008
P -2.18637 -0.17402 3.53618
O -2.97624 0.53962 4.78964
Cl -0.51269 1.08196 3.26878
H 4.88281 3.24477 0.62156
H 5.31374 2.10756 1.92880
H 3.98758 3.28520 2.14129
H 3.38393 0.76980 1.65007
H 2.45535 2.01589 0.81384
H 4.20793 1.84562 -1.10728
H 4.72492 0.28484 -0.30383
H 1.83393 0.83455 -1.12158
H 3.01312 -0.05247 -2.20033
H 2.34118 -0.83178 0.70505
H 3.26618 -1.80359 -0.50267
H 0.47264 -0.83575 -1.28380
H 1.30676 -2.38255 -1.70106
H 1.10809 -2.68643 0.99695
H -0.14549 -3.25635 -0.11664
H -0.30760 -1.33498 1.97465
H -0.51465 -0.34070 0.52480
H -2.17431 -2.42767 -0.05329
H -2.25070 -2.65355 1.67217
H -5.65229 -0.26159 -2.04707
H -7.48374 1.37081 -1.97151
H -7.70550 2.87135 -0.02680
H -6.18354 2.68989 1.85314
H -2.74823 1.48503 4.75934
O -2.64590 -4.83838 -1.10138
H -3.12958 -5.48861 -0.57890
H -3.16648 -4.03181 -1.01350
O -2.94506 3.94992 0.74302
H -2.32789 3.58384 1.38560
H -3.74046 3.42242 0.87209
O -3.62387 2.37754 -3.30873
H -2.96539 2.64154 -2.65798
H -4.38634 2.12331 -2.77695
O 0.21433 3.88085 1.45294
H -0.13075 3.11785 1.92980
H -0.40553 4.59837 1.64811
O 5.07300 -3.27448 -0.56288
H 5.81898 -3.30246 -1.16489
H 5.29958 -3.91916 0.11204
O 1.07367 -5.38895 -1.38249
H 0.97680 -5.18722 -2.31753
H 0.16751 -5.39796 -1.05094
O -0.70765 6.69973 1.62693
H -0.08706 7.16456 1.05027
H -1.57216 7.02985 1.36157
O -3.95572 -6.61876 -3.29481
H -3.20432 -7.10859 -3.65053
H -3.57529 -5.77583 -3.02431
O 5.36588 -5.85916 -1.45394
H 5.25829 -5.68364 -2.39352
H 4.46629 -5.83549 -1.10834
O -6.58037 -3.00083 -1.60241
H -5.92082 -2.73158 -0.95328
H -7.34251 -3.25586 -1.07231
O 7.33740 -3.69181 0.94564
H 7.72155 -3.06446 0.32499
H 7.57462 -4.55479 0.58599
O 4.82304 1.90156 4.15265
H 4.67196 2.84266 4.29687
H 4.11481 1.47159 4.64253
O 2.11279 8.00099 0.72664
H 2.82805 7.39077 0.93609
H 2.55931 8.82858 0.52303
O 0.07366 1.13658 -2.85474
H -0.69337 1.65565 -2.59232
H 0.17742 1.33574 -3.79230
O -1.17415 -6.69213 -3.93237
H -1.13973 -5.73072 -3.88143
H -0.29085 -6.94913 -4.21655
O 4.41697 5.18524 5.07864
H 3.66540 5.78633 5.10949
H 4.61827 5.01007 6.00404
O 2.86261 2.15397 -4.43098
H 2.74513 3.09537 -4.26903
H 2.15135 1.73839 -3.93142

No. 3
13
Properties=species:S:1:pos:R:3 method="wB97M-V/def2-TZVPD" spin_multiplicity=3 relative_energy_kcal_mol=29.1 total_charge=+1 total_energy_ev=-8702.4008 homo_ev="-12.7995 / -15.8787"
C -2.36442 -0.44883 0.07333
C -1.23977 -1.16331 -0.02071
C 1.15254 -0.30759 -0.06702
C 1.92981 0.89226 0.00348
N -2.05710 0.86910 -0.03519
N -0.85125 1.03536 -0.02142
N -0.17985 -0.24177 -0.09437
H -3.43203 -0.94956 0.04427
H -1.16673 -2.22993 -0.23618
H 1.81259 -1.22450 0.00215
H 2.79600 0.95430 -0.65494
H 1.19341 1.74693 0.04646
H 2.40680 1.06755 0.96015

No. 4
28
Properties=species:S:1:pos:R:3 method="wB97M-V/def2-TZVPD" smiles="C#C/C=C/C1=C(C)[N@H+]2CC=N[C@H]2N1C" relative_energy_kcal_mol=108.1 total_charge=+1 total_energy_ev=-16092.4748 homo_ev=-11.7845
C 5.11455 -0.11872 -0.90219
C 3.91121 -0.06736 -0.64696
C 2.53821 0.04278 -0.45263
C 1.81317 -0.49561 0.53514
C 0.40072 -0.28249 0.59344
C -0.28583 0.93280 0.50549
C 0.16798 2.29822 0.80514
N -1.71441 0.70731 0.42987
C -2.40924 1.18620 -0.81984
C -2.73310 -0.11619 -1.53770
N -2.42613 -1.14131 -0.89947
C -1.80400 -0.85031 0.35203
N -0.52723 -1.32738 0.59157
C -0.27832 -2.70996 0.49424
H 6.08994 0.20042 -0.88590
H 1.95615 0.41841 -1.21152
H 2.18704 -0.98357 1.34337
H -0.40047 3.03947 0.36337
H 1.21925 2.49342 0.35706
H 0.28805 2.52465 1.77898
H -2.09227 1.03285 1.22088
H -1.64834 1.84095 -1.49227
H -3.25884 1.74340 -0.47314
H -3.21833 -0.03470 -2.51912
H -2.50409 -1.12476 1.08251
H -1.13819 -3.18932 -0.13629
H 0.80916 -2.83507 -0.00713
H -0.05660 -3.18411 1.53108

No. 5
62
Properties=species:S:1:pos:R:3 method="wB97M-V/def2-TZVPD" total_charge=+1 total_energy_ev=-51858.4750 homo_ev=-11.4467
Au 0.34321 -1.59352 0.30329
O -1.33181 3.54461 5.65588
C -0.07732 3.06520 5.76393
O 0.62179 3.40423 6.67350
C 0.38873 2.08466 4.72327
C 1.73113 1.71139 4.78072
C 2.25512 0.81613 3.87153
C 1.43424 0.26799 2.88677
C 0.09923 0.63519 2.82423
C -0.42148 1.53762 3.73794
N 1.86294 -0.66206 1.89598
C 3.04529 -1.11784 1.86918
C 3.49143 -2.05730 0.82279
C 4.82284 -2.44023 0.77483
C 5.23318 -3.29585 -0.23723
C 4.29579 -3.73297 -1.15462
C 2.98114 -3.30323 -1.02311
N 2.58428 -2.48758 -0.05670
H -1.76444 3.22061 4.85962
H 2.35083 2.14303 5.55299
H 3.30170 0.56451 3.94582
H -0.52988 0.20846 2.05270
H -1.47412 1.78191 3.65563
H 3.80245 -0.83883 2.59970
H 5.52076 -2.06881 1.51099
H 6.26464 -3.60941 -0.30701
H 4.56650 -4.39698 -1.96256
H 2.21933 -3.62598 -1.72058
I -2.96025 -0.38835 0.14685
C -2.66352 -2.31828 0.87212
C -3.75692 -3.07902 1.25719
C -3.52786 -4.34899 1.75538
C -2.22320 -4.80780 1.85794
C -1.19703 -3.98054 1.45496
N -1.40789 -2.75054 0.96370
H -4.75573 -2.67920 1.16811
H -4.35817 -4.96663 2.06525
H -2.00002 -5.79043 2.24682
H -0.16434 -4.28981 1.51950
C -2.23729 4.93108 -4.67282
C -1.77190 3.62433 -4.10697
C -2.35330 2.42613 -4.50018
C -1.93228 1.21143 -3.98213
C -2.60745 -0.04478 -4.47175
C -0.88782 1.20245 -3.03573
C -0.49362 -0.07906 -2.47208
O 0.42043 -0.25543 -1.67515
C -0.27963 2.40911 -2.62640
C 0.83597 2.46495 -1.62285
C -0.73900 3.59360 -3.17461
H -3.07415 4.79532 -5.35485
H -1.43026 5.42306 -5.21684
H -2.54980 5.60700 -3.87667
H -3.15229 2.43891 -5.23032
H -3.37526 0.21379 -5.19701
H -3.08970 -0.59839 -3.66500
H -1.90565 -0.71936 -4.96281
H -1.07091 -0.95194 -2.80908
H 1.69347 1.87569 -1.94438
H 0.52701 2.05552 -0.66117
H 1.14776 3.49797 -1.48094
H -0.27691 4.52327 -2.86758

No. 6
8
Properties=species:S:1:pos:R:3 method="wB97M-V/def2-TZVPD" relative_energy_kcal_mol=152.0 total_energy_ev=-5112.3673 homo_ev="-9.4856 / -9.4735"
C 2.04011 0.53827 -0.21984
C 0.96958 0.67012 -0.70713
N -1.41992 -0.81320 0.32692
N -1.23053 0.04677 -0.66083
H 2.93733 0.65613 0.31464
H -1.07346 -0.46603 1.19594
H -0.94460 -1.70428 0.08529
H -1.27852 1.07223 -0.33500